--- one ---
# C3H11NOS

A 2-piece molecular cluster, C3H11NOS overall (ωB97M-V/def2-TZVPD, the OMol25 dataset).

Computed properties:
highest occupied orbital energy: -0.3320 Ha
SMILES string: NCCCS.O
frontier orbital gap: 9.53 eV

Geometry as ORCA input:
```
! RIJCOSX wB97M-V def2-TZVPD def2/J DEFGRID3
* xyz 0 1
C 0.00519 0.20469 1.28900
C 0.79730 0.22434 -0.05438
C 2.32034 0.26578 0.06886
S 2.89200 0.75657 -1.64910
N -1.36725 0.47296 1.26376
H 0.26174 -0.66282 1.93954
H 0.50415 0.96459 1.90352
H 0.49031 1.09039 -0.54931
H 0.48483 -0.50979 -0.67602
H 2.75569 0.93441 0.71778
H 2.83949 -0.79421 0.27837
H 3.38016 1.98498 -1.53467
H -1.76637 0.52105 0.40421
H -1.86904 -0.10017 1.95467
H -3.76577 -1.52857 -2.54226
H -3.71451 -1.81169 -1.01601
O -4.24826 -2.01252 -1.79795
*
```

Atomic partial charges in e from the natural (NBO) method, atoms 1 to 5: C -0.201; C -0.424; C -0.462; S -0.093; N -0.842



--- two ---
# C3H11NOS

A 2-piece molecular cluster, C3H11NOS overall (ωB97M-V/def2-TZVPD, the OMol25 dataset).

Computed properties:
highest occupied orbital energy: -0.3331 Ha
SMILES string: CCS.NCO
frontier orbital gap: 9.97 eV

Geometry as ORCA input:
```
! RIJCOSX wB97M-V def2-TZVPD def2/J DEFGRID3
* xyz 0 1
C 1.68195 -2.82974 0.10892
C 1.05153 -1.92748 1.14862
S -0.70328 -1.61559 0.64282
H 1.12585 -2.88082 -0.82636
H 2.67106 -2.43968 -0.15399
H 1.87001 -3.84250 0.45623
H 1.53141 -0.98285 1.34335
H 0.91737 -2.45628 2.08405
H -1.19272 -1.19431 1.81678
N -0.19561 2.28814 -0.96517
C -1.54360 2.82042 -0.89595
O -2.20222 2.33215 0.25449
H 0.45866 3.04088 -1.16025
H -0.11339 1.62428 -1.72491
H -2.09130 2.64198 -1.82108
H -1.52425 3.91305 -0.76520
H -1.74147 1.50834 0.45764
*
```

Atomic partial charges in e from the natural (NBO) method, atoms 1 to 5: C -0.630; C -0.488; S -0.084; H 0.217; H 0.215



Q: Which of them is the least stable? A: one.



--- one ---
# C16H20N4O4

C16H20N4O4 as an isolated structure (ωB97M-V/def2-TZVPD, the OMol25 dataset).

Computed properties:
highest occupied orbital energy: -0.3518 Ha
frontier orbital gap: 8.33 eV

Geometry as ORCA input:
```
! RIJCOSX wB97M-V def2-TZVPD def2/J DEFGRID3
* xyz 0 1
C -0.38612 2.84612 -1.00473
H -0.42094 2.69485 -0.04733
H -1.16479 3.21672 -1.47027
C -0.01598 1.58668 -1.74948
H 0.03688 1.91092 -2.89147
H 0.89900 1.32658 -1.36081
C -1.24650 0.57334 -1.25770
C -2.31884 0.87396 -1.85977
H -2.30738 1.01763 -2.89902
H -3.15506 0.05827 -1.68227
H -2.72884 1.60641 -1.25536
H -0.96534 0.41999 -0.13140
C -0.62216 -0.72059 -1.97173
N 0.57880 -1.45768 -1.16881
C 0.96917 -2.60166 -1.06221
O 0.07744 -3.53575 -1.47999
C 1.90833 -2.85684 -0.19571
H 2.71143 -2.16355 -0.19669
H 2.53639 -4.04226 -0.42645
C 1.47407 -3.04779 1.42217
N 0.95966 -1.69920 1.74684
N -0.52068 -1.95944 2.13504
N -1.13787 -1.02713 2.34251
C -0.72710 0.26079 2.56120
C -1.13215 1.35060 2.83291
C -0.86653 2.59630 2.92862
C 0.40126 3.01728 2.70361
C 1.40625 1.70436 2.42409
C 0.66376 0.58803 2.31118
C 1.51561 -0.57682 1.78210
O 2.87360 -0.60600 1.54962
H 2.46695 2.06855 2.21481
H 0.88535 3.80942 2.91715
H -1.54782 3.59438 3.25666
H -2.50415 1.27080 2.98575
H 0.89538 -3.98646 1.55299
H 2.57897 -3.06699 1.93315
H 0.97163 -0.77225 -0.75928
H -1.42644 -1.64776 -1.54335
C -0.51023 -1.08667 -3.21282
O -0.70913 -0.10008 -4.19622
O -0.50200 -2.32340 -3.60844
H -0.32008 -2.83654 -3.00678
H 0.42623 3.72290 -1.16233
*
```

Atomic partial charges in e from the natural (NBO) method, atoms 1 to 5: C -0.583; H 0.185; H 0.198; C -0.405; H 0.255



--- two ---
# C16H20N4O4

C16H20N4O4 in the gas phase (ωB97M-V/def2-TZVPD, the OMol25 dataset).

Computed properties:
highest occupied orbital energy: -0.3047 Ha
SMILES string: NC(=O)CC[C@H](N)C(=O)N[C@@H](Cc1c[nH]c2ccccc12)C(=O)O
frontier orbital gap: 8.49 eV

Geometry as ORCA input:
```
! RIJCOSX wB97M-V def2-TZVPD def2/J DEFGRID3
* xyz 0 1
C -2.43316 0.33370 0.74046
C -1.33833 1.41144 0.84289
C -3.13131 0.41405 -0.72364
C -4.10812 -0.79852 -0.96050
C -5.60928 -0.51883 -0.70627
C 0.10943 -0.31960 -0.34852
C 0.61786 -1.36411 0.66531
C 0.98218 -0.50921 -1.68087
C 2.36738 0.17486 -1.52184
C 2.44291 1.54890 -1.56940
C 3.49943 -0.26313 -0.76940
C 4.12408 1.05529 -0.26910
C 3.84626 -1.55140 -0.31276
C 5.28321 0.88278 0.68337
C 5.00899 -1.60702 0.39892
C 5.75126 -0.41564 0.79849
H -3.18752 1.39593 2.35052
H -3.06358 -0.29331 2.57216
H -2.03029 -0.68974 0.53000
H -2.41124 0.20098 -1.48674
H -3.69246 1.30181 -0.69290
H -3.89229 -1.74028 -0.47504
H -4.14528 -0.95759 -2.07304
H -7.03159 0.09345 0.47609
H -5.42994 0.04582 1.34516
H 0.54126 1.74685 0.09751
H -0.86281 -0.77850 -0.49180
H 0.84648 -1.59182 -2.13344
H 0.38740 0.10335 -2.35706
H 1.89710 2.20588 -2.04304
H 3.89650 3.06558 -0.92636
H 3.31447 -2.46326 -0.70612
H 5.85337 1.71472 0.76935
H 5.38151 -2.56605 0.93879
H 6.61866 -0.76874 1.42829
H 0.11230 -1.96214 2.54489
N -3.47490 0.46687 1.92540
N -6.03041 0.24765 0.42328
N -0.18331 1.07016 0.17979
N 3.60892 2.00118 -0.95402
O -1.52388 2.54107 1.39715
O -6.42514 -0.79730 -1.56907
O 0.84354 -2.53426 0.40698
O 0.22788 -1.13516 1.97854
*
```

Atomic partial charges in e from the natural (NBO) method, atoms 1 to 5: C -0.147; C 0.673; C -0.397; C -0.517; C 0.683



Q: Which of them is the least stable? A: one.



--- one ---
# C3H15NO4

A 4-piece molecular cluster, C3H15NO4 overall (ωB97M-V/def2-TZVPD, the OMol25 dataset).

Computed properties:
highest occupied orbital energy: -0.3093 Ha
SMILES string: CNCCO.O.O.O
frontier orbital gap: 8.75 eV

Geometry as ORCA input:
```
! RIJCOSX wB97M-V def2-TZVPD def2/J DEFGRID3
* xyz 0 1
C -1.55105 -2.43605 0.60004
N -0.70036 -1.24811 0.73005
C 0.73032 -1.45625 0.80917
C 1.48008 -0.20098 0.39767
O 2.33300 0.32273 1.45327
H -1.60446 -3.03409 -0.31519
H -2.53523 -1.97288 0.73456
H -1.32291 -3.07247 1.45340
H -0.99150 -0.45861 0.17896
H 0.98432 -1.68087 1.85162
H 1.22504 -2.33977 0.37252
H 2.13310 -0.28179 -0.47850
H 0.86239 0.65441 0.11452
H 3.16734 -0.13135 1.34387
H -1.28394 4.50979 -4.60709
H -2.16048 3.30829 -4.74709
O -1.54261 3.84466 -5.25270
H 1.98216 -1.07896 4.30447
H 0.53851 -0.58531 4.33892
O 1.07686 -1.35381 4.12393
H -0.97964 3.20873 -1.77050
H -1.26259 2.45388 -3.00136
O -0.57835 3.02881 -2.63453
*
```

Atomic partial charges in e from the natural (NBO) method, atoms 1 to 5: C -0.411; N -0.628; C -0.283; C -0.073; O -0.726



--- two ---
# C3H15NO4

A 5-piece molecular cluster, C3H15NO4 overall (ωB97M-V/def2-TZVPD, the OMol25 dataset).

Computed properties:
highest occupied orbital energy: -0.3140 Ha
SMILES string: C/C=C/N.O.O.O.O
frontier orbital gap: 9.26 eV

Geometry as ORCA input:
```
! RIJCOSX wB97M-V def2-TZVPD def2/J DEFGRID3
* xyz 0 1
C 0.20511 1.00580 2.20726
C 0.10406 -0.32732 1.52674
C -0.98446 -0.74034 0.88160
N -1.09040 -1.99417 0.23622
H -0.75848 1.50277 2.21436
H 0.56381 0.90394 3.23507
H 0.96548 1.61655 1.72521
H 0.96359 -0.99599 1.53223
H -1.87369 -0.12656 0.83519
H -2.03318 -2.33460 0.11372
H -0.41185 -2.67725 0.55841
H 1.67427 -2.41986 -2.10962
H 0.18927 -2.27335 -0.98625
O 0.98773 -2.51021 -1.49518
H -1.28849 1.62178 -0.29095
H -2.70319 1.95498 -0.72096
O -2.04688 2.17815 -0.05469
H 1.70069 -0.89079 -1.72286
H 2.30682 0.84254 -2.22350
O 2.07996 -0.03456 -1.97189
H -0.14331 2.56021 -0.94524
H 1.03750 1.17779 -1.39349
O 0.55567 1.96049 -1.15139
*
```

Atomic partial charges in e from the natural (NBO) method, atoms 1 to 5: C -0.641; C -0.238; C -0.044; N -0.859; H 0.222



Q: Which of them is the least stable? A: two.



--- one ---
# C2H6NO3

A 2-piece molecular cluster, C2H6NO3 overall (ωB97M-V/def2-TZVPD, the OMol25 dataset).

Computed properties:
highest occupied orbital energy: -0.1367 Ha
frontier orbital gap: 6.19 eV

Geometry as ORCA input:
```
! RIJCOSX wB97M-V def2-TZVPD def2/J DEFGRID3
* xyz -1 1
C 0.36697 -0.28011 0.80026
N 0.73207 -1.64736 0.58341
C 1.94333 -1.97892 1.46812
O 1.63848 -2.36991 2.64558
O 3.18567 -1.86886 1.04597
H 1.17436 0.37948 1.14311
H -0.22585 -0.02441 1.76370
H -0.24368 0.26276 0.09354
H 0.02089 -2.20275 0.94886
H -2.76409 3.87585 -3.99649
H -2.62325 2.82078 -2.79365
O -3.20491 3.03345 -3.70239
*
```

Atomic partial charges in e from the natural (NBO) method, atoms 1 to 5: C -0.418; N -0.706; C 0.846; O -0.794; O -0.790



--- two ---
# C2H6NO3

C2H6NO3 as an isolated structure (ωB97M-V/def2-TZVPD, the OMol25 dataset).

Computed properties:
highest occupied orbital energy: -0.1553 Ha
frontier orbital gap: 8.47 eV

Geometry as ORCA input:
```
! RIJCOSX wB97M-V def2-TZVPD def2/J DEFGRID3
* xyz -1 1
O -1.76877 1.29426 0.05619
C -0.71372 0.90178 0.60723
N -0.11823 -0.27052 0.45328
C 1.28319 -1.38157 0.94307
O 1.25112 -2.63305 0.98546
H -0.27409 1.50149 1.40801
H -0.42581 -0.94297 -0.26730
H 1.55455 -0.81748 1.90008
H 1.96838 -0.97919 0.14900
H -0.52960 0.42364 -2.14567
H -1.35300 1.63086 -1.65012
O -0.87402 1.27275 -2.43924
*
```

Atomic partial charges in e from the natural (NBO) method, atoms 1 to 5: O -0.766; C 0.495; N -0.756; C 0.232; O -0.763



--- three ---
# C2H6NO3

C2H6NO3 as an isolated structure (ωB97M-V/def2-TZVPD, the OMol25 dataset).

Computed properties:
highest occupied orbital energy: -0.1585 Ha
frontier orbital gap: 8.50 eV

Geometry as ORCA input:
```
! RIJCOSX wB97M-V def2-TZVPD def2/J DEFGRID3
* xyz -1 1
O -0.24246 -2.19854 0.21826
C 0.48929 -1.34457 0.76475
N 0.35630 0.00213 0.80642
C 0.80973 1.81970 0.53436
O -0.09806 2.69585 0.35240
H 1.38489 -1.65717 1.35283
H -0.66859 0.26129 0.96913
H 1.31852 1.89587 1.57070
H 1.61172 1.53512 -0.21592
H -0.78513 -1.43667 -1.43676
H -0.84015 -0.05982 -2.10014
O -1.19816 -0.92285 -2.26810
*
```

Atomic partial charges in e from the natural (NBO) method, atoms 1 to 5: O -0.724; C 0.515; N -0.876; C 0.244; O -0.746



--- four ---
# C2H6NO3

A 2-piece molecular cluster, C2H6NO3 overall (ωB97M-V/def2-TZVPD, the OMol25 dataset).

Computed properties:
highest occupied orbital energy: -0.1230 Ha
frontier orbital gap: 7.32 eV

Geometry as ORCA input:
```
! RIJCOSX wB97M-V def2-TZVPD def2/J DEFGRID3
* xyz -1 1
O -0.70888 -1.28988 0.62744
C -0.39908 -0.23571 0.06509
N 0.32101 -0.12753 -1.04144
C 0.92642 1.26297 -1.54624
O 2.03875 1.10411 -2.17043
H -0.71555 0.70469 0.54068
H 0.97135 -0.89752 -1.12991
H 0.05264 1.66537 -2.11556
H 0.94750 1.85611 -0.59774
H -2.09982 -1.36751 2.66461
H -1.00472 -0.40846 2.74609
O -1.78029 -0.67577 3.25919
*
```

Atomic partial charges in e from the natural (NBO) method, atoms 1 to 5: O -0.731; C 0.512; N -0.651; C 0.182; O -0.881



Q: Which of them is the least stable? A: three.



--- one ---
# C4H10NS

An isolated ion of composition C4H10NS and charge +1 (ωB97M-V/def2-TZVPD, the OMol25 dataset).

Computed properties:
highest occupied orbital energy: -0.5074 Ha
SMILES string: C[NH+](C)[C@H]1CS1
frontier orbital gap: 10.59 eV

Geometry as ORCA input:
```
! RIJCOSX wB97M-V def2-TZVPD def2/J DEFGRID3
* xyz 1 1
C -0.62052 -0.76336 1.96991
C -0.16129 -1.01073 0.58910
C 1.10203 1.13296 -0.03701
C -0.30254 -0.00620 -1.77459
N -0.07923 0.38338 -0.39613
S -1.78616 -1.63113 0.73805
H -0.11505 -1.44611 2.76956
H -0.97983 0.15568 2.36433
H 0.74724 -1.62867 0.35869
H 1.15920 2.01840 -0.64861
H 0.97677 1.51071 0.96843
H 2.02207 0.60940 -0.38739
H 0.60472 -0.13148 -2.37863
H -0.75102 -1.03504 -2.01582
H -0.98959 0.79226 -2.13454
H -0.82680 1.04993 0.01465
*
```

Atomic partial charges in e from the natural (NBO) method, atoms 1 to 5: C -0.472; C -0.195; C -0.437; C -0.461; N -0.383



--- two ---
# C4H10NS

An isolated ion of composition C4H10NS and charge +1 (ωB97M-V/def2-TZVPD, the OMol25 dataset).

Computed properties:
highest occupied orbital energy: -0.4936 Ha
SMILES string: C[C@]1([NH3+])CCS1
frontier orbital gap: 9.77 eV

Geometry as ORCA input:
```
! RIJCOSX wB97M-V def2-TZVPD def2/J DEFGRID3
* xyz 1 1
C 0.28491 -1.17763 0.24358
C 1.77175 -0.94272 -0.18414
C -0.13521 0.34627 0.11602
C -0.98683 0.91453 1.17557
N -0.68852 0.70089 -1.24022
S 1.62743 0.86376 0.13080
H -0.21961 -1.88151 -0.46708
H 0.13428 -1.50637 1.28717
H 2.45723 -1.29265 0.56561
H 1.95476 -1.04962 -1.16124
H -1.07959 1.94498 0.96056
H -0.48401 0.60350 2.06979
H -1.96712 0.39171 1.18954
H -1.59911 0.19414 -1.27224
H -0.21632 0.27479 -2.02331
H -0.85405 1.61594 -1.39042
*
```

Atomic partial charges in e from the natural (NBO) method, atoms 1 to 5: C -0.433; C -0.469; C 0.033; C -0.648; N -0.671



--- three ---
# C4H10NS

A 2-piece molecular cluster, C4H10NS overall (ωB97M-V/def2-TZVPD, the OMol25 dataset).

Computed properties:
highest occupied orbital energy (spin up / spin down): -0.4469 / -0.4468 Ha
frontier orbital gap (spin up / spin down): 7.83 / 7.83 eV

Geometry as ORCA input:
```
! RIJCOSX wB97M-V def2-TZVPD def2/J DEFGRID3
* xyz 1 1
C 1.37441 0.46760 0.42219
C 1.43446 1.89831 0.74570
C -1.59668 0.03291 -1.16390
C -1.16150 -0.55812 0.14122
N -0.73271 -1.76991 0.20216
S 2.51203 -0.77343 0.37882
H 0.30165 2.14606 0.97895
H 2.10005 2.14792 1.56376
H 1.89964 2.37869 -0.14942
H -1.81513 1.09632 -1.24167
H -2.52662 -0.51670 -1.48792
H -0.74149 -0.17303 -1.84491
H -1.18179 0.03098 0.97947
H -0.87828 -2.31138 1.03747
H 1.61759 -1.77254 0.04798
H -0.60563 -2.32369 -0.60989
*
```

Atomic partial charges in e from the natural (NBO) method, atoms 1 to 5: C -0.211; C -0.760; C -0.713; C 0.329; N -0.677



Q: Which of them is the least stable? A: three.



--- one ---
# C4H10NS

C4H10NS as an isolated structure (ωB97M-V/def2-TZVPD, the OMol25 dataset).

Computed properties:
highest occupied orbital energy: -0.4659 Ha
frontier orbital gap: 9.31 eV

Geometry as ORCA input:
```
! RIJCOSX wB97M-V def2-TZVPD def2/J DEFGRID3
* xyz 1 1
C -1.22483 -0.34100 -0.46970
C 0.55816 0.31087 -0.35938
C -2.28623 0.35875 0.28767
C 2.58351 -0.67278 1.11530
N -0.42302 0.43755 -1.44574
S 1.90930 -0.76390 -0.56162
H -1.25246 -1.39845 -0.66385
H 0.61171 1.13548 0.33041
H -1.96689 1.34939 0.60795
H -2.56064 -0.21725 1.16830
H -3.18363 0.46953 -0.32744
H 3.38691 -1.40228 1.16293
H 1.80072 -0.92682 1.82297
H 2.98354 0.31947 1.30243
H -0.17405 -0.04208 -2.31685
H -0.76211 1.38351 -1.65337
*
```

Atomic partial charges in e from the natural (NBO) method, atoms 1 to 5: C -0.017; C -0.227; C -0.672; C -0.725; N -0.542



--- two ---
# C4H10NS

An isolated ion of composition C4H10NS and charge +1 (ωB97M-V/def2-TZVPD, the OMol25 dataset).

Computed properties:
highest occupied orbital energy: -0.5061 Ha
SMILES string: C[NH+](C)[C@H]1CS1
frontier orbital gap: 10.54 eV

Geometry as ORCA input:
```
! RIJCOSX wB97M-V def2-TZVPD def2/J DEFGRID3
* xyz 1 1
C -1.69640 1.26402 -0.07293
C -0.85589 0.15581 0.56882
C 1.39539 0.71322 -0.15348
C 0.62820 -1.50072 0.04504
N 0.23201 -0.22138 -0.29234
S -2.52029 -0.41273 -0.08494
H -2.24899 2.05518 0.63232
H -1.29175 1.56450 -1.03877
H -0.61317 0.03349 1.59771
H 1.41126 0.74922 0.95249
H 2.20384 0.10608 -0.54550
H 1.30119 1.71758 -0.67286
H 1.20587 -1.74897 0.92104
H -0.27354 -2.15337 0.05627
H 1.28309 -2.04344 -0.62617
H -0.16083 -0.27849 -1.28671
*
```

Atomic partial charges in e from the natural (NBO) method, atoms 1 to 5: C -0.490; C -0.159; C -0.407; C -0.486; N -0.384



Q: Which of them is the least stable? A: one.